# C5H12AgMgO3

A molecular structure, C5H12AgMgO3 in a non-equilibrium geometry (ωB97M-V/def2-TZVPD, the Open Molecules 2025 dataset).

XYZ file:
```
22
Properties=species:S:1:pos:R:3:forces:R:3
O 1.782225 0.949186 0.505555 3.19 -0.02 5.69
Mg 3.654443 0.589515 -0.128967 -1.18 0.24 0.57
C -2.629223 1.907046 -1.476366 -0.15 -0.11 0.05
O -1.697280 1.218946 -0.673277 -1.93 0.95 -0.38
C -2.216364 0.552875 0.519276 0.04 -0.09 0.46
C -1.081405 -0.229001 1.117209 -1.58 -0.78 0.41
C -0.918475 -1.607690 0.538279 0.04 0.11 0.58
O 0.022218 -1.489770 -0.573495 0.17 -2.87 0.15
C 0.640257 -2.671429 -1.031785 -0.25 -0.30 0.35
Ag 0.249217 0.561164 -0.641559 0.41 1.98 -2.55
H -2.059772 2.425272 -2.256045 -0.22 -0.08 0.17
H -3.323502 1.188874 -1.938711 -0.02 0.26 0.03
H -3.189544 2.635979 -0.871501 0.03 -0.10 -0.20
H -3.066997 -0.061338 0.168949 0.07 0.04 0.05
H -2.592078 1.336768 1.194062 0.03 -0.16 -0.10
H -1.062321 -0.203819 2.209175 0.07 0.03 -0.24
H 1.436355 0.775947 1.549212 1.30 0.63 -4.33
H -1.814946 -2.086456 0.102630 -0.06 0.22 0.17
H -0.494538 -2.291023 1.289545 0.05 0.03 -0.23
H 1.647852 -2.398886 -1.369606 -0.41 -0.15 -0.53
H 0.809663 -3.404906 -0.228893 -0.24 0.20 0.08
H -0.024586 -3.142268 -1.771917 0.64 -0.04 -0.19
```
Forces are in eV/Å.

Computed properties:
Energy above the lowest of the compared OMol25 structures with the same formula, charge and spin = 1.0681 eV
Orbital gap (spin up / spin down) = 6.339 / 3.628 eV
2S+1 = 2
Total energy = -20959.9796 eV
LUMO energy (spin up / spin down) = 0.183 / -1.848 eV
Net charge = 0

=====

# C30H20F4N2

A single C30H20F4N2 molecule in a non-equilibrium geometry (ωB97M-V/def2-TZVPD, the Open Molecules 2025 dataset).

XYZ file:
```
56
Properties=species:S:1:pos:R:3:forces:R:3
C 2.349489 -5.036839 2.334199 -0.16 0.29 -0.18
C 1.022740 -5.154142 2.765810 -0.01 0.16 -0.47
C -0.020239 -4.663497 1.962192 0.18 -0.02 -0.30
C 0.253573 -4.069475 0.711706 0.69 0.05 0.30
C -0.770005 -3.662536 -0.314711 0.09 0.69 -1.34
N -0.280498 -3.501190 -1.503014 1.13 -0.04 1.10
C -0.912561 -3.223403 -2.783968 -0.92 -2.65 2.47
C -0.411071 -4.160557 -3.791525 0.96 -1.95 -2.44
N -0.128892 -4.873713 -4.676243 -0.56 1.63 2.18
C -2.176770 -3.415990 0.166974 -0.34 -0.06 0.14
C -2.356111 -2.856837 1.452336 -0.23 -0.07 -0.09
C -3.629914 -2.688942 2.006141 0.10 -0.08 -0.39
C -4.762939 -3.007740 1.254155 0.31 0.01 -0.18
C -4.596774 -3.479808 -0.054490 0.02 -0.14 0.21
C -3.326740 -3.742642 -0.581184 -0.08 0.28 0.41
C 1.595970 -3.862036 0.353759 0.54 -0.20 0.31
C 2.642895 -4.338770 1.151529 -0.60 -0.15 0.00
H 3.156575 -5.472512 2.922221 -0.20 0.18 -0.07
H 0.799869 -5.642234 3.718597 0.03 0.17 -0.38
H -1.055449 -4.740691 2.297105 0.38 -0.25 -0.08
H -1.920430 -3.588819 -2.576109 -0.18 0.52 -0.93
H -1.486253 -2.592979 2.058044 -0.30 -0.01 -0.33
H -3.732573 -2.313821 3.024661 0.05 -0.07 -0.28
H -5.760932 -2.904883 1.693668 0.40 0.04 -0.30
H -5.475877 -3.677218 -0.664012 0.16 -0.11 0.12
H -3.266513 -4.225506 -1.560901 0.00 0.16 0.47
H 1.818910 -3.339387 -0.581203 -0.14 -0.31 0.43
H 3.674105 -4.190473 0.821204 -0.34 -0.09 0.20
F -2.126048 -2.097393 -8.138605 -0.34 -0.30 1.35
C -2.509763 -2.273626 -6.825031 -0.18 0.08 -0.43
C -3.774663 -2.803073 -6.571594 0.39 0.17 0.20
C -4.116844 -2.955751 -5.225393 -0.25 0.20 -0.01
F -5.305964 -3.588130 -4.918061 1.19 0.80 -0.23
C -3.305385 -2.476474 -4.201249 -0.01 -0.14 -0.10
C -2.025153 -1.950783 -4.480681 0.07 -1.12 -0.25
C -0.958145 -1.861423 -3.321795 -0.37 2.77 -1.77
C 0.290032 -1.173946 -3.921710 0.63 0.91 0.65
C 1.613517 -1.274170 -3.669952 -1.53 -0.54 0.78
C 2.682031 -0.577573 -4.380832 1.07 1.05 -0.83
C 3.968068 -0.472203 -3.781689 -0.51 -0.03 -0.40
C 5.011473 0.119954 -4.482474 0.20 0.16 -0.07
F 6.241449 0.257039 -3.859817 -1.39 -0.18 -0.81
C 4.857728 0.577016 -5.797478 0.00 0.04 0.19
C 3.590307 0.472667 -6.379527 -0.03 0.11 -0.05
F 3.438712 0.882785 -7.693926 0.11 -0.38 1.59
C 2.490088 -0.032983 -5.684198 0.52 -0.39 0.27
C -1.611025 -1.925809 -5.815088 -0.19 0.24 -0.18
H -4.452916 -3.071388 -7.376998 0.19 -0.05 0.19
H -3.617497 -2.625166 -3.171792 -0.13 0.13 -0.15
H -1.339588 -1.185748 -2.546147 -0.09 -0.10 -0.01
H 0.033689 -0.279666 -4.511814 -0.19 -0.74 -0.20
H 1.920862 -1.872940 -2.816013 0.17 -0.44 -0.33
H 4.135754 -0.850257 -2.776263 0.01 0.05 -0.19
H 5.691079 1.022302 -6.341356 -0.25 -0.20 0.15
H 1.518674 -0.070980 -6.173983 0.29 -0.09 0.05
H -0.586102 -1.679551 -6.089628 -0.36 0.03 0.00
```
Forces are in eV/Å.

Computed properties:
SMILES = N#C[C@@H](N=C(c1ccccc1)c1ccccc1)[C@@H](/C=C/c1cc(F)cc(F)c1)c1cc(F)cc(F)c1
Orbital gap = 8.704 eV
Total energy = -45282.1358 eV
LUMO energy = -0.311 eV
Net charge = 0

=====

# C2H4O3P

A gas-phase ion, C2H4O3P (charge -1) in a non-equilibrium geometry (ωB97M-V/def2-TZVPD, the Open Molecules 2025 dataset).

XYZ file:
```
10
Properties=species:S:1:pos:R:3:forces:R:3
C 0.237252 1.846068 -0.627423 -1.29 -0.91 -1.07
C -0.172802 -1.089219 -0.124838 -0.09 -0.09 1.36
O -2.167101 0.557802 -0.995313 -0.91 -0.39 -2.08
O 1.134454 2.517166 -0.116778 1.07 0.45 1.37
O -1.664242 0.781484 1.445567 1.10 -0.32 0.33
P -1.186883 0.447942 0.076105 0.59 1.34 1.55
H 0.008118 2.034955 -1.690280 -0.50 -0.41 0.16
H -0.517466 -1.270394 -1.127318 0.63 -0.47 -0.71
H 0.930612 -0.800696 -0.033377 -1.64 -0.91 -0.09
H -0.575188 -1.973365 0.522301 1.03 1.72 -0.82
```
Forces are in eV/Å.

Computed properties:
Energy above the lowest of the compared OMol25 structures with the same formula, charge and spin = 0.0000 eV
Orbital gap (spin up / spin down) = 5.935 / 8.159 eV
2S+1 = 3
Total energy = -17569.6769 eV
LUMO energy (spin up / spin down) = 4.238 / 2.692 eV
Net charge = -1